[1]
This record from OMol25 describes C13H10F5NOSn as an isolated structure in a non-equilibrium geometry. The level of theory is wB97M-V/def2-TZVPD.

Positions of all 31 atoms, in Å:
C 3.414 -2.665 -1.051
C -0.714 1.745 2.045
H 0.361 1.536 2.033
Sn -0.208 1.599 -0.105
C -2.158 1.450 -1.788
C -1.509 0.768 2.570
H -3.426 -1.451 -0.640
O 0.719 -0.306 -0.444
C -3.839 0.731 -0.385
C -3.185 -0.422 -0.896
H -4.723 0.692 0.228
H -1.647 -0.638 -2.564
F 1.824 -0.616 2.173
F 3.933 -3.363 -2.098
C 1.738 -1.098 -0.163
H -3.585 2.904 -0.809
N 1.089 2.972 -1.437
H -0.895 2.915 2.028
H -2.554 0.962 2.643
F 1.629 -1.963 -2.434
C 2.343 -1.239 1.088
H 0.781 3.825 -0.868
C -2.232 -0.024 -1.837
C -3.251 1.864 -0.901
H -1.766 2.050 -2.643
F 5.136 -3.444 0.377
H -1.119 -0.134 3.064
F 4.074 -2.047 2.516
C 2.269 -1.903 -1.227
C 3.479 -1.997 1.300
C 4.021 -2.703 0.226

Output
LUMO energy (spin up / spin down) in hartree: -0.0584 / -0.0764
Kohn-Sham gap (spin up / spin down) in Eh: 0.2288 / 0.2343
Total charge: 0

What are the natural (NBO) partial charges on each atom? They are as follows, in elementary charge units: C 0.278; C -0.730; H 0.225; Sn 1.678; C -0.419; C -0.312; H 0.222; O -0.835; C -0.261; C -0.275; H 0.218; H 0.242; F -0.329; F -0.292; C 0.224; H 0.223; N -0.703; H 0.265; H 0.202; F -0.300; C 0.282; H 0.269; C -0.260; C -0.310; H 0.256; F -0.293; H 0.221; F -0.291; C 0.287; C 0.265; C 0.252

=====

[2]
This record from OMol25 describes a 3-piece molecular cluster, C17H40BrF3N2OSi overall in a non-equilibrium geometry. The level of theory is wB97M-V/def2-TZVPD.

Positions of all 65 atoms, in Å:
H -2.122 -6.717 -0.265
H 3.838 -0.417 1.502
H -1.743 8.271 -1.216
H -1.631 -3.723 -1.277
H 0.950 7.605 -1.864
H -1.983 -3.748 2.110
F 3.037 5.017 0.686
C -2.026 -5.422 3.452
N -1.211 -5.466 1.107
C 3.810 -1.497 1.355
C -1.391 -4.658 2.300
C -0.843 -3.541 -0.547
H -0.339 8.365 0.778
H 2.626 -3.010 0.386
H -1.547 5.355 0.942
H -0.145 -5.574 -0.669
H -4.371 4.605 -1.535
C -3.336 4.936 -1.330
H 3.853 -1.961 2.343
H -0.401 -4.319 2.617
O 1.665 6.483 -0.306
H 2.646 0.768 -0.021
H 0.340 5.949 -1.876
H -2.737 -6.843 1.350
H 2.356 -1.198 -2.623
C 1.092 0.820 -1.497
H 1.703 -1.888 1.341
H -0.012 -3.070 -1.078
H 1.757 0.931 -2.354
H -3.472 -4.732 -0.722
N 2.137 -1.231 -0.567
H 0.759 1.815 -1.213
H 4.712 -1.796 0.822
C -2.081 6.266 0.616
C -3.383 5.948 -0.167
H -3.057 -5.707 3.239
H 3.100 -2.550 -1.836
H -4.505 -5.850 0.152
C 4.303 -0.757 -1.847
C 1.992 5.150 -0.219
C 2.949 -1.471 -1.747
H 0.604 -4.637 0.592
H -4.154 5.603 0.547
F 0.934 4.362 0.242
H -2.040 -4.795 4.345
H -3.803 -4.474 0.993
C -0.359 -4.837 0.111
H -2.949 5.373 -2.266
H -2.381 6.785 1.550
C -2.408 -6.116 0.602
H -3.741 6.897 -0.618
C -3.607 -5.233 0.235
H 4.661 -0.794 -2.879
H 1.091 0.167 0.534
H 4.233 0.294 -1.564
H 0.216 0.247 -1.810
C 1.780 0.155 -0.315
H 5.064 -1.227 -1.226
Si -0.924 7.489 -0.262
C 2.536 -1.948 0.632
H -1.205 -2.818 0.185
Br -2.362 3.281 -0.980
F 2.411 4.618 -1.443
H -1.458 -6.325 3.678
C 0.570 6.800 -1.204

Output
SMILES: FC(F)(F)OC[SiH2]CCCBr.CCN(CC)CC.CCN(CC)CC
LUMO energy in hartree: 0.0247
Kohn-Sham gap in Eh: 0.3163
Total charge: 0

What are the natural (NBO) partial charges on each atom? They are as follows, in elementary charge units: H 0.195; H 0.206; H -0.179; H 0.197; H 0.222; H 0.158; F -0.315; C -0.616; N -0.453; C -0.635; C -0.212; C -0.642; H -0.162; H 0.190; H 0.259; H 0.190; H 0.226; C -0.432; H 0.211; H 0.194; O -0.520; H 0.159; H 0.226; H 0.190; H 0.192; C -0.618; H 0.189; H 0.227; H 0.201; H 0.204; N -0.456; H 0.218; H 0.200; C -0.863; C -0.418; H 0.201; H 0.194; H 0.210; C -0.638; C 1.171; C -0.216; H 0.187; H 0.213; F -0.337; H 0.211; H 0.203; C -0.205; H 0.213; H 0.246; C -0.215; H 0.215; C -0.638; H 0.211; H 0.195; H 0.206; H 0.210; C -0.213; H 0.202; Si 1.100; C -0.207; H 0.203; Br -0.020; F -0.336; H 0.211; C -0.508

=====

Please write out number 2 again, unchanged.
This record from OMol25 describes a 3-piece molecular cluster, C17H40BrF3N2OSi overall in a non-equilibrium geometry. The level of theory is wB97M-V/def2-TZVPD.

Positions of all 65 atoms, in Å:
H -2.122 -6.717 -0.265
H 3.838 -0.417 1.502
H -1.743 8.271 -1.216
H -1.631 -3.723 -1.277
H 0.950 7.605 -1.864
H -1.983 -3.748 2.110
F 3.037 5.017 0.686
C -2.026 -5.422 3.452
N -1.211 -5.466 1.107
C 3.810 -1.497 1.355
C -1.391 -4.658 2.300
C -0.843 -3.541 -0.547
H -0.339 8.365 0.778
H 2.626 -3.010 0.386
H -1.547 5.355 0.942
H -0.145 -5.574 -0.669
H -4.371 4.605 -1.535
C -3.336 4.936 -1.330
H 3.853 -1.961 2.343
H -0.401 -4.319 2.617
O 1.665 6.483 -0.306
H 2.646 0.768 -0.021
H 0.340 5.949 -1.876
H -2.737 -6.843 1.350
H 2.356 -1.198 -2.623
C 1.092 0.820 -1.497
H 1.703 -1.888 1.341
H -0.012 -3.070 -1.078
H 1.757 0.931 -2.354
H -3.472 -4.732 -0.722
N 2.137 -1.231 -0.567
H 0.759 1.815 -1.213
H 4.712 -1.796 0.822
C -2.081 6.266 0.616
C -3.383 5.948 -0.167
H -3.057 -5.707 3.239
H 3.100 -2.550 -1.836
H -4.505 -5.850 0.152
C 4.303 -0.757 -1.847
C 1.992 5.150 -0.219
C 2.949 -1.471 -1.747
H 0.604 -4.637 0.592
H -4.154 5.603 0.547
F 0.934 4.362 0.242
H -2.040 -4.795 4.345
H -3.803 -4.474 0.993
C -0.359 -4.837 0.111
H -2.949 5.373 -2.266
H -2.381 6.785 1.550
C -2.408 -6.116 0.602
H -3.741 6.897 -0.618
C -3.607 -5.233 0.235
H 4.661 -0.794 -2.879
H 1.091 0.167 0.534
H 4.233 0.294 -1.564
H 0.216 0.247 -1.810
C 1.780 0.155 -0.315
H 5.064 -1.227 -1.226
Si -0.924 7.489 -0.262
C 2.536 -1.948 0.632
H -1.205 -2.818 0.185
Br -2.362 3.281 -0.980
F 2.411 4.618 -1.443
H -1.458 -6.325 3.678
C 0.570 6.800 -1.204

Output
SMILES: FC(F)(F)OC[SiH2]CCCBr.CCN(CC)CC.CCN(CC)CC
LUMO energy in hartree: 0.0247
Kohn-Sham gap in Eh: 0.3163
Total charge: 0

What are the natural (NBO) partial charges on each atom? They are as follows, in elementary charge units: H 0.195; H 0.206; H -0.179; H 0.197; H 0.222; H 0.158; F -0.315; C -0.616; N -0.453; C -0.635; C -0.212; C -0.642; H -0.162; H 0.190; H 0.259; H 0.190; H 0.226; C -0.432; H 0.211; H 0.194; O -0.520; H 0.159; H 0.226; H 0.190; H 0.192; C -0.618; H 0.189; H 0.227; H 0.201; H 0.204; N -0.456; H 0.218; H 0.200; C -0.863; C -0.418; H 0.201; H 0.194; H 0.210; C -0.638; C 1.171; C -0.216; H 0.187; H 0.213; F -0.337; H 0.211; H 0.203; C -0.205; H 0.213; H 0.246; C -0.215; H 0.215; C -0.638; H 0.211; H 0.195; H 0.206; H 0.210; C -0.213; H 0.202; Si 1.100; C -0.207; H 0.203; Br -0.020; F -0.336; H 0.211; C -0.508